Entry 1:
ORCA calculation (ωB97M-V with the def2-TZVPD basis set) on C4H6O2 in the gas phase.

```
12
Properties=species:S:1:pos:R:3:nbo_charge:R:1
C 0.2130 0.7892 -0.9968 -0.097
O -1.1462 0.4195 -0.8244 -0.517
C -1.2660 -0.6368 0.0735 0.239
C 0.6042 0.3894 1.5076 -0.228
O 0.0437 -0.9602 0.5774 -0.410
C 0.9709 0.0729 0.1068 -0.035
H 0.5633 0.4909 -1.9948 0.176
H 0.2969 1.8749 -0.8841 0.207
H -1.8872 -0.3447 0.9236 0.185
H -1.6369 -1.5462 -0.4170 0.163
H 1.3268 -0.1678 2.1308 0.128
H 1.9175 -0.3811 -0.2025 0.191
```

Summary:
- Electronic energy: -306.31860 Eh
- Highest occupied orbital energy: -8.490 eV
- Energy above the lowest of the compared OMol25 structures with the same formula, charge and spin: 492.8 kJ/mol
- HOMO-LUMO gap: 9.4 eV
- Multiplicity: 1

***

Entry 2:
ORCA calculation (ωB97M-V with the def2-TZVPD basis set) on a gas-phase ion, C5H12 (charge -1).

```
17
Properties=species:S:1:pos:R:3:mulliken_spin:R:1
C 0.2695 0.9163 -0.7518 1.501
C -0.0776 -0.5353 -0.3765 0.409
C -0.4851 -0.7403 1.1171 0.399
C 0.7098 -1.0412 2.0165 2.850
C -0.4988 1.4160 -1.9944 0.337
H 0.2294 1.4981 0.1634 -0.399
H 1.3443 0.9450 -0.9655 -0.286
H 0.8258 -1.1586 -0.4493 -0.489
H -0.6440 -1.1143 -1.1166 -0.073
H -1.2172 -1.5441 1.0510 -0.564
H -0.9879 0.1350 1.5449 -0.275
H 1.5210 -0.3087 1.8716 -0.181
H 0.4862 -1.1468 3.0702 -1.126
H 1.2046 -1.9124 1.5818 -0.564
H -1.5209 1.0635 -1.9949 -0.065
H -0.4423 2.5069 -2.0436 -0.376
H 0.0867 1.0141 -2.8247 -0.098
```

Summary:
- Electronic energy: -197.61535 Eh
- Charge: -1
- Highest occupied orbital energy (spin up / spin down): 1.677 / -6.825 eV
- Energy above the lowest of the compared OMol25 structures with the same formula, charge and spin: 38.4 kJ/mol
- HOMO-LUMO gap (spin up / spin down): 2.5 / 11.1 eV
- Multiplicity: 2

***

Entry 3:
ORCA calculation (ωB97M-V with the def2-TZVPD basis set) on a molecular structure, C25H58MnN2O2Si3.

```
91
Properties=species:S:1:pos:R:3:mulliken_spin:R:1
O -0.5590 -1.1649 -2.1509 -0.062
O 0.7192 0.9816 -3.9983 -0.006
C 0.1600 -2.4173 -2.6095 0.004
C -0.6105 -3.6501 -2.2299 0.001
H 1.1582 -2.3727 -2.1615 -0.005
H 0.2735 -2.2613 -3.6809 -0.001
H -0.7798 -3.7055 -1.1475 0.001
H -0.0146 -4.5256 -2.5130 0.000
H -1.5757 -3.7051 -2.7506 0.001
C -1.8541 -0.7458 -2.8555 0.004
C -1.6931 -1.0560 -4.3065 0.001
H -1.9165 0.3291 -2.6472 0.007
H -2.6694 -1.2976 -2.3791 0.000
H -0.8489 -0.4854 -4.7149 0.000
H -2.5900 -0.7667 -4.8705 0.000
H -1.5566 -2.1268 -4.4878 0.000
C 0.3032 2.3161 -3.7243 0.003
C 2.0424 0.7739 -4.4694 0.004
C -0.8231 2.7055 -4.6558 0.000
H 1.1433 3.0181 -3.8100 0.000
H -0.0512 2.3162 -2.6849 -0.004
H -0.4728 2.7055 -5.6961 0.000
H -1.1746 3.7138 -4.4138 0.000
H -1.6678 2.0107 -4.5711 0.000
C 2.1208 0.8217 -5.9838 0.000
H 2.3152 -0.2217 -4.0987 -0.001
H 2.7271 1.5111 -4.0240 0.000
H 1.3678 0.1702 -6.4433 0.000
H 3.1142 0.4907 -6.3032 0.000
H 1.9704 1.8456 -6.3455 0.000
H -0.4938 -1.0600 -1.1322 0.010
Mn -0.1631 -0.2253 1.1511 4.822
C 1.2273 -0.0223 -0.4010 0.281
Si 2.9503 0.4949 0.1585 -0.018
H 1.3504 -0.9189 -1.0211 -0.061
H 0.8357 0.7517 -1.0837 -0.211
C 4.1448 -0.5904 -0.8187 0.010
C 3.3202 0.2334 1.9789 0.052
C 3.2976 2.2916 -0.2677 0.010
C -1.9035 -1.1326 0.6826 0.096
Si -3.3477 0.0805 0.7373 -0.036
H -1.9967 -1.8932 1.4840 -0.003
H -1.9331 -1.7074 -0.2615 -0.043
C -4.6999 -0.6175 -0.3639 0.014
C -2.9161 1.7959 0.1048 0.060
C -3.9838 0.2237 2.4877 -0.005
H 2.7525 2.6128 -1.1660 -0.002
H 4.3722 2.4272 -0.4593 -0.001
H 3.0189 2.9620 0.5568 -0.001
H 3.9418 -1.6535 -0.6267 -0.002
H 5.1809 -0.3815 -0.5190 0.000
H 4.0532 -0.4148 -1.9002 0.001
H 2.9761 -0.7475 2.3387 -0.005
H 2.8695 1.0063 2.6180 -0.010
H 4.4122 0.2735 2.1247 0.000
H -3.4651 1.9857 -0.8292 0.005
H -1.8473 1.9544 -0.0973 -0.026
H -3.2386 2.5507 0.8364 0.012
H -4.7991 0.9590 2.5284 0.000
H -3.2041 0.5275 3.1949 0.011
H -4.3846 -0.7424 2.8232 0.000
H -5.6584 -0.1405 -0.1238 0.001
H -4.8104 -1.6978 -0.2078 -0.003
H -4.4967 -0.4500 -1.4286 -0.001
C 1.2781 -3.5564 1.2968 0.062
C 1.0428 -2.8330 2.5818 0.015
C 1.3380 -3.3462 3.8376 0.002
C 1.1168 -2.5754 4.9711 0.018
C 0.6168 -1.2824 4.8658 0.003
C 0.3337 -0.8030 3.5801 0.006
N 0.5144 -1.6015 2.4804 -0.073
N -0.0926 0.4065 3.1501 0.039
Si -0.3457 1.8574 4.1413 0.023
C -1.7629 1.5333 5.3146 0.002
C 1.2110 2.2141 5.1089 0.000
C -0.7378 3.2526 2.9576 0.025
H 0.3460 -3.7082 0.7295 -0.004
H 1.9840 -3.0094 0.6479 -0.008
H 1.7117 -4.5414 1.5138 0.000
H 1.7425 -4.3590 3.8872 0.001
H 1.3376 -2.9862 5.9603 0.001
H 0.4474 -0.6327 5.7265 -0.002
H -1.6320 0.5827 5.8502 0.000
H -1.7925 2.3325 6.0701 0.000
H -2.7412 1.5157 4.8210 0.000
H 2.0727 2.3895 4.4515 -0.001
H 1.0651 3.1227 5.7116 0.000
H 1.4739 1.4034 5.8022 0.000
H 0.0977 3.4384 2.2662 -0.007
H -1.6465 3.0675 2.3669 -0.005
H -0.8977 4.1759 3.5383 -0.001
```

Summary:
- Electronic energy: -3266.81468 Eh
- Highest occupied orbital energy (spin up / spin down): -5.810 / -6.873 eV
- HOMO-LUMO gap (spin up / spin down): 6.1 / 7.1 eV
- Multiplicity: 6

***

Entry 4:
ORCA calculation (ωB97M-V with the def2-TZVPD basis set) on a gas-phase ion, C6H8N (charge +1).

```
15
Properties=species:S:1:pos:R:3:nbo_charge:R:1
C -1.7667 -1.8018 1.2706 -0.049
C 0.7721 0.5084 0.6637 -0.217
C 0.6420 0.4732 -0.8294 -0.178
C 0.6117 -1.0193 0.9985 0.074
C -0.4809 -0.0294 0.0285 0.234
C 0.4606 1.7324 -1.5946 -0.633
N -0.7558 -0.9949 0.9499 -0.251
H -2.8077 -1.5686 1.0333 0.249
H -1.6221 -2.5938 2.1134 0.251
H 1.1687 1.3727 1.2266 0.281
H 1.3998 -0.1850 -1.3501 0.254
H 1.0417 -2.0160 0.9069 0.257
H 0.2464 2.5818 -0.8840 0.229
H -0.2940 1.6211 -2.3146 0.246
H 1.3843 1.9193 -2.2187 0.255
```

Summary:
- Electronic energy: -287.64249 Eh
- Charge: +1
- Highest occupied orbital energy (spin up / spin down): -13.713 / -13.711 eV
- SMILES string: C=[N+]1[C@@H]2[C@H]3[C@H](C)[C@@]321
- Energy above the lowest of the compared OMol25 structures with the same formula, charge and spin: 823.7 kJ/mol
- HOMO-LUMO gap (spin up / spin down): 8.2 / 8.2 eV
- Multiplicity: 1